{"formula": "C2H6N2OS", "method": "ωB97M-V with the def2-TZVPD basis set", "lumo_energy_ev": 0.5, "e_tot_ev": -18031.044, "gap_ev": 9.4, "charge": 0, "smiles": "COC(=S)NN", "e_homo_ev": -8.90, "de_lowest_kcal_mol": 86.7, "symbols": ["C", "H", "N", "S", "N", "H", "H", "O", "H", "H", "H", "C"], "coordinates": [[-0.16, 1.17, -0.49], [0.65, 1.84, 1.34], [-0.15, -0.01, 1.72], [-0.18, 2.50, -1.36], [0.34, 0.95, 0.84], [-0.07, -1.10, 1.54], [0.71, -1.44, -2.13], [-0.66, -0.05, -1.02], [-1.33, 0.26, 1.73], [1.04, -0.83, -0.43], [-0.39, -2.09, -0.70], [0.19, -1.18, -1.03]]}

***

{"formula": "C5H9ClN4O2", "method": "ωB97M-V with the def2-TZVPD basis set", "lumo_energy_ev": -8.4, "e_tot_ev": -27886.662, "gap_ev": 10.5, "charge": 2, "smiles": "C/C(=N/N([NH3+])C(=O)Cl)[N+](C)=C=O", "e_homo_ev": -18.92, "de_lowest_kcal_mol": 38.6, "symbols": ["C", "N", "C", "N", "O", "H", "H", "H", "H", "H", "C", "N", "Cl", "C", "H", "C", "O", "H", "H", "N", "H"], "coordinates": [[0.24, -2.20, -0.30], [0.94, -1.14, -0.10], [-1.38, 0.49, -1.70], [-0.57, 0.60, 0.65], [-0.35, -3.16, -0.40], [2.23, 0.04, -1.05], [-2.19, 2.40, 0.87], [0.06, -0.07, 2.79], [1.85, -0.36, 2.50], [2.51, -1.68, -1.36], [0.36, -0.22, 0.83], [-1.82, 2.37, -0.24], [-2.59, 1.20, -2.78], [0.81, -0.58, 2.24], [3.10, -1.12, 0.24], [2.32, -0.98, -0.63], [-0.92, -0.59, -1.98], [0.57, -1.76, 2.25], [-2.78, 2.48, -0.85], [-1.13, 1.10, -0.49], [-1.27, 3.20, -0.49]]}

***

{"formula": "C9H13BO2", "method": "ωB97M-V with the def2-TZVPD basis set", "lumo_energy_ev": 0.5, "e_tot_ev": -14317.631, "gap_ev": 9.4, "charge": 0, "smiles": "Cc1cccc(CCB(O)O)c1", "e_homo_ev": -8.91, "de_lowest_kcal_mol": 14.8, "symbols": ["H", "H", "H", "H", "C", "B", "H", "H", "H", "C", "H", "H", "H", "O", "C", "C", "H", "H", "H", "C", "C", "C", "C", "C", "O"], "coordinates": [[1.44, 0.38, 0.76], [1.74, 1.08, -3.47], [-0.24, -0.42, -3.79], [2.69, 2.64, -1.17], [1.14, 0.29, -0.29], [-2.18, -0.63, 2.95], [-2.07, 0.57, 1.12], [-2.96, 1.13, 3.29], [-0.04, -1.78, 1.11], [-1.38, -0.10, 1.65], [-1.57, -1.73, 0.28], [-0.64, 0.48, 2.27], [-1.49, -1.14, -2.08], [-2.18, -1.97, 3.33], [3.08, 1.64, -1.28], [-0.06, -0.41, -0.49], [3.67, 1.33, -0.46], [-1.79, -2.65, 2.67], [3.62, 1.60, -2.22], [-0.54, -0.64, -1.78], [0.20, -0.17, -2.83], [1.88, 0.76, -1.37], [-0.82, -1.09, 0.69], [1.32, 0.58, -2.61], [-2.82, 0.25, 3.72]]}

***

{"formula": "C11H15N", "method": "ωB97M-V with the def2-TZVPD basis set", "lumo_energy_ev": [3.9, 3.8], "e_tot_ev": -13139.530, "gap_ev": [3.2, 6.7], "charge": -1, "multiplicity": 2, "e_homo_ev": [0.67, -2.86], "de_lowest_kcal_mol": 0.8, "symbols": ["H", "C", "H", "C", "H", "H", "H", "C", "C", "H", "H", "H", "C", "C", "N", "H", "C", "H", "C", "H", "H", "C", "H", "H", "C", "C", "H"], "coordinates": [[0.59, 1.51, -3.56], [-2.81, -1.57, 0.44], [-2.45, -3.10, 1.94], [0.04, 1.33, -0.34], [2.72, -0.52, 0.70], [-0.97, 2.47, -1.76], [-0.46, 1.32, 3.01], [0.06, 1.13, 2.08], [0.65, 1.29, -2.51], [-1.38, 2.32, 0.95], [-2.49, -1.48, 2.57], [-3.91, -1.54, 0.51], [2.75, -0.18, -2.36], [1.16, 0.49, -0.45], [-0.34, 1.70, -1.61], [-1.09, -1.99, 1.66], [1.26, 0.42, 2.00], [2.96, 0.08, -3.40], [1.80, 0.05, 0.77], [-2.63, -2.27, -0.38], [3.64, 0.09, -1.78], [-0.53, 1.67, 0.89], [1.79, 0.20, 2.92], [2.66, -1.26, -2.27], [-2.18, -2.07, 1.71], [1.56, 0.53, -1.81], [-2.40, -0.62, 0.09]]}

***

{"formula": "C19H20ClN7O3", "method": "ωB97M-V with the def2-TZVPD basis set", "lumo_energy_ev": 0.1, "e_tot_ev": -49124.355, "gap_ev": 8.6, "charge": 0, "smiles": "Nc1nc2ccc(Cl)cc2c2nc(-c3ccco3)nn12.CNC(=O)[C@H](C)NC(C)=O", "e_homo_ev": -8.51, "symbols": ["N", "N", "C", "H", "C", "O", "O", "C", "H", "H", "C", "C", "C", "C", "H", "C", "H", "H", "C", "N", "C", "H", "H", "H", "H", "H", "N", "H", "C", "C", "H", "N", "C", "H", "O", "H", "C", "N", "H", "H", "C", "H", "Cl", "C", "C", "H", "H", "C", "C", "N"], "coordinates": [[0.11, -3.86, -1.27], [0.88, -0.02, -2.59], [1.85, -0.60, -1.76], [0.50, 0.51, 1.52], [-2.42, 4.59, 2.12], [-1.38, 5.60, 0.23], [0.65, 1.96, 3.89], [2.72, -2.44, -0.41], [1.38, 1.75, 0.60], [2.62, -3.44, -0.01], [-0.15, -0.76, -2.89], [3.98, -0.38, -0.62], [-1.98, -5.16, -1.89], [1.72, -1.91, -1.24], [0.12, 3.76, 0.07], [3.85, -1.67, -0.10], [-1.28, 2.13, 2.05], [-1.92, 4.61, 3.08], [2.98, 0.15, -1.44], [-0.49, 3.67, 0.87], [1.71, 4.52, 4.37], [1.89, 5.60, 4.31], [-4.62, -7.04, -2.58], [-1.97, -0.54, -3.66], [1.15, 4.30, 5.28], [-0.21, 1.18, 0.04], [-1.04, -0.13, -3.70], [3.07, 1.15, -1.85], [0.48, 2.83, 3.04], [0.53, -2.67, -1.59], [0.80, 4.73, 2.45], [0.96, 4.07, 3.20], [0.39, 1.42, 0.92], [2.67, 4.00, 4.42], [-1.73, -6.31, -1.16], [-3.07, 5.46, 2.03], [-1.11, -3.96, -1.95], [-1.43, -2.89, -2.64], [4.86, 0.21, -0.37], [-2.87, -8.16, -0.95], [-2.78, -7.17, -1.39], [-3.62, -4.55, -3.20], [5.10, -2.33, 0.93], [-1.39, 4.65, 1.00], [-0.31, 2.51, 1.74], [-3.02, 3.69, 2.02], [-0.93, 0.87, -3.69], [-3.17, -5.29, -2.56], [-3.69, -6.59, -2.23], [-0.37, -2.07, -2.42]]}

***

{"formula": "C3H8Si2", "method": "ωB97M-V with the def2-TZVPD basis set", "lumo_energy_ev": [0.0, 0.0], "e_tot_ev": -18991.427, "gap_ev": [8.2, 8.2], "charge": 0, "smiles": "C1=C[SiH2][SiH2]C1", "e_homo_ev": [-8.15, -8.15], "de_lowest_kcal_mol": 64.4, "symbols": ["H", "C", "H", "H", "H", "H", "H", "H", "C", "C", "Si", "Si", "H"], "coordinates": [[1.49, -0.61, 1.50], [0.31, 0.76, -1.17], [-1.00, 1.87, 0.12], [0.16, 1.17, 2.51], [0.09, -2.63, 0.73], [-2.20, -1.67, 0.39], [0.71, 2.28, -0.02], [0.22, -1.31, -2.33], [-0.15, -0.86, -1.41], [0.00, 1.43, 0.03], [-0.84, -1.57, 0.16], [0.18, 0.09, 1.45], [1.02, 1.06, -1.96]]}

***

{"formula": "C8H15N3O", "method": "ωB97M-V with the def2-TZVPD basis set", "lumo_energy_ev": -8.5, "e_tot_ev": -15035.862, "gap_ev": 8.4, "charge": 2, "e_homo_ev": -16.96, "de_lowest_kcal_mol": 38.7, "symbols": ["C", "H", "H", "C", "N", "H", "C", "C", "C", "C", "H", "H", "H", "C", "H", "C", "H", "H", "H", "H", "O", "N", "H", "H", "H", "N", "H"], "coordinates": [[2.09, -0.64, -0.65], [-2.23, 2.50, 3.95], [0.30, -2.18, -0.50], [-1.42, 1.84, 1.96], [-0.98, -0.36, 1.21], [2.64, -0.10, -2.83], [1.88, -0.04, -2.04], [-1.54, 0.51, 2.10], [-0.27, -0.29, 0.21], [0.52, -0.76, -2.25], [1.66, 1.05, -1.97], [-0.38, 2.33, -1.08], [0.46, -1.77, -2.72], [0.52, -1.01, -0.64], [2.58, -0.20, 0.30], [-0.86, 2.51, 0.78], [-3.15, 2.95, 2.56], [2.59, -1.65, -0.75], [1.22, -4.27, -1.34], [-0.18, -4.14, -0.79], [0.70, -3.73, -0.71], [-2.17, 2.74, 2.90], [-2.01, -0.04, 2.99], [-0.48, -0.33, -2.37], [-1.60, 3.55, 2.84], [-0.53, 1.79, -0.21], [-0.86, 3.57, 0.53]]}

***

{"formula": "C5H9N7S", "method": "ωB97M-V with the def2-TZVPD basis set", "lumo_energy_ev": 0.6, "e_tot_ev": -26592.001, "gap_ev": 7.7, "charge": 0, "e_homo_ev": -7.05, "de_lowest_kcal_mol": 90.7, "symbols": ["N", "H", "C", "H", "N", "C", "N", "H", "N", "N", "H", "H", "N", "H", "S", "H", "H", "C", "H", "C", "C", "N"], "coordinates": [[1.09, -0.91, 1.64], [0.85, -3.10, 0.53], [-0.60, 3.82, 1.32], [1.63, -2.28, -1.80], [-1.26, -3.56, -1.74], [0.32, -0.33, -0.69], [-0.36, -2.61, -2.32], [-0.61, -2.07, -3.10], [-1.18, 2.91, 0.31], [0.29, -3.09, -0.33], [0.31, 3.23, 1.72], [-1.44, 4.12, 2.14], [0.16, 1.15, 0.99], [-0.11, 4.67, 0.93], [-0.60, 0.84, -1.36], [1.98, -1.33, 1.30], [-1.50, 3.27, -0.65], [0.65, -2.28, -1.39], [1.31, -0.23, 2.33], [0.51, -0.13, 0.65], [-0.58, 1.72, 0.13], [-0.85, -3.80, -0.59]]}